No. 1
Below is a 13-piece molecular cluster, C15H44N12O28S overall in a non-equilibrium geometry, with properties calculated with ωB97M-V/def2-TZVPD.

```
100
Properties=species:S:1:pos:R:3:forces:R:3
C 4.030 -3.787 0.496 0.2 -0.4 0.6
C 3.097 -4.127 1.684 -1.2 -0.1 -0.4
O 2.680 -5.517 1.648 0.2 0.4 -0.2
C 1.755 -3.306 1.681 2.1 -0.7 0.0
O 1.239 -3.298 0.328 -1.9 -0.8 1.2
S -0.397 -3.531 0.244 -1.0 0.8 0.0
O -1.074 -2.948 1.445 1.7 -1.5 -1.5
O -0.612 -5.194 0.273 0.5 1.3 0.5
H 3.514 -3.747 -0.481 0.1 0.1 0.7
H 4.781 -4.598 0.405 -0.3 0.6 0.2
H 4.547 -2.831 0.716 -0.2 -0.5 -0.4
H 3.565 -3.976 2.680 0.0 0.3 -0.7
H 3.239 -5.971 2.276 0.1 -0.3 0.0
H 1.099 -3.824 2.406 0.1 0.6 -0.5
H 2.003 -2.285 1.966 -0.6 -0.2 -0.2
H -0.999 -5.455 1.121 0.1 0.0 0.2
C -2.378 -0.250 2.359 0.0 -0.3 0.0
N -3.264 0.910 2.632 0.2 -0.3 0.0
O -4.450 0.693 2.773 -0.3 0.1 0.0
O -2.743 2.001 2.697 0.0 0.2 0.0
H -2.983 -1.147 2.330 0.1 0.0 0.0
H -1.897 -0.080 1.400 0.1 0.0 0.1
H -1.645 -0.303 3.160 0.1 0.1 -0.1
C -6.031 -1.652 0.756 -0.1 0.2 -0.2
N -5.034 -2.642 1.235 -0.1 0.1 -0.2
O -3.946 -2.649 0.701 0.1 -0.1 -0.1
O -5.379 -3.378 2.132 0.0 -0.1 0.2
H -5.584 -1.068 -0.042 0.0 -0.1 0.1
H -6.894 -2.206 0.395 0.0 0.0 0.1
H -6.293 -1.019 1.600 0.0 -0.1 0.0
C -3.476 5.028 1.908 0.0 -0.4 0.0
N -3.725 6.003 0.817 0.1 -0.3 0.3
O -3.205 5.792 -0.261 0.0 0.1 -0.3
O -4.432 6.951 1.073 -0.1 0.3 -0.1
H -2.830 4.243 1.534 0.0 0.1 0.0
H -3.001 5.563 2.721 -0.2 0.0 0.0
H -4.438 4.624 2.214 0.0 0.1 0.0
C 1.864 -1.149 5.998 0.2 -0.3 0.1
N 1.840 -1.039 4.517 0.0 0.0 0.3
O 2.511 -1.828 3.884 0.3 0.2 0.4
O 1.150 -0.169 4.036 -0.1 0.1 -0.2
H 2.522 -1.970 6.279 -0.4 0.4 -0.3
H 2.234 -0.204 6.389 -0.1 0.0 0.0
H 0.845 -1.338 6.329 0.0 0.1 0.0
C -0.490 8.779 2.004 0.0 0.3 0.0
N -0.818 7.520 2.719 0.0 0.2 0.0
O -0.871 7.557 3.928 0.0 -0.1 0.2
O -1.011 6.539 2.038 0.1 -0.1 -0.1
H -0.345 9.566 2.737 0.0 -0.1 0.0
H 0.420 8.604 1.436 -0.1 -0.1 -0.1
H -1.326 9.008 1.348 0.1 -0.1 -0.1
C 5.554 -3.937 7.141 0.0 -0.3 -0.1
N 4.669 -2.780 7.427 0.2 -0.2 0.0
O 3.481 -2.995 7.562 0.1 -0.3 0.3
O 5.193 -1.694 7.504 0.0 0.2 0.0
H 4.948 -4.836 7.101 0.0 0.1 0.0
H 6.037 -3.751 6.185 0.1 0.1 0.1
H 6.284 -3.997 7.944 0.0 0.1 -0.1
C -2.539 5.015 -3.223 0.0 0.2 0.1
N -2.989 4.355 -4.475 0.0 0.3 0.2
O -3.475 5.051 -5.336 -0.1 0.0 -0.2
O -2.836 3.153 -4.550 0.0 -0.2 0.0
H -2.738 6.079 -3.300 0.0 -0.1 0.0
H -3.098 4.577 -2.401 0.1 0.0 0.0
H -1.474 4.826 -3.118 -0.1 -0.1 0.1
C 7.071 -5.584 -2.829 -0.1 0.1 -0.2
N 7.055 -4.764 -1.591 0.0 -0.1 -0.2
O 6.358 -3.777 -1.583 0.0 0.2 0.0
O 7.746 -5.144 -0.669 0.1 0.0 0.2
H 6.413 -5.129 -3.559 0.2 0.0 0.3
H 8.095 -5.608 -3.193 0.0 -0.1 0.1
H 6.724 -6.581 -2.565 0.1 0.0 0.0
C -2.437 5.821 6.961 0.2 0.0 0.3
N -3.609 6.207 6.138 0.1 0.0 0.2
O -4.447 6.914 6.650 -0.2 0.1 0.0
O -3.641 5.785 5.006 -0.1 -0.1 -0.3
H -2.540 6.269 7.944 -0.1 0.0 -0.1
H -2.427 4.736 7.027 0.1 0.0 -0.1
H -1.548 6.193 6.456 0.0 -0.1 -0.1
C -1.473 2.433 -7.474 0.1 0.1 0.3
N -0.974 3.290 -8.579 0.0 0.0 0.3
O -0.666 4.429 -8.316 0.1 0.2 -0.1
O -0.909 2.782 -9.681 0.0 -0.1 -0.3
H -1.478 3.012 -6.558 0.0 0.0 -0.1
H -2.477 2.116 -7.733 0.1 -0.1 0.0
H -0.802 1.583 -7.390 -0.1 -0.1 -0.1
C 3.691 -6.273 -6.279 -0.3 -0.1 -0.1
N 4.600 -5.662 -5.276 -0.2 -0.1 -0.2
O 4.122 -5.325 -4.218 0.0 0.1 0.2
O 5.766 -5.542 -5.592 0.1 0.0 -0.2
H 2.691 -6.314 -5.860 0.1 0.0 0.1
H 3.715 -5.646 -7.166 0.1 -0.1 0.0
H 4.064 -7.271 -6.493 0.1 0.1 -0.1
C -3.027 -0.283 -9.822 0.0 0.0 -0.3
N -3.644 -0.591 -8.506 0.0 -0.1 -0.2
O -4.688 -1.201 -8.504 -0.2 -0.1 0.1
O -3.052 -0.205 -7.522 0.1 0.0 0.2
H -3.661 -0.685 -10.605 0.0 0.0 0.1
H -2.948 0.799 -9.904 0.2 0.0 0.1
H -2.045 -0.748 -9.840 0.0 0.1 0.1
```
Positions in Å, forces in eV/Å.

The calculation puts the frontier orbital gap at 9.523 eV. Its largest force on an atom is 0.0524 hartree/bohr. Its charge is 0. The total energy comes out at -3758.71914 Ha. The value obtained for the energy relative to the best compared isomer or geometry (same formula, charge and spin) is 0.0 kJ/mol.


No. 2
Below is a 7-piece molecular cluster, C15H44O7 overall in a non-equilibrium geometry, with properties calculated with ωB97M-V/def2-TZVPD.

```
66
Properties=species:S:1:pos:R:3:forces:R:3
C 8.332 25.855 -24.541 -0.2 2.3 -1.9
C 8.973 26.257 -23.238 2.3 -8.3 -2.5
C 10.510 26.063 -23.181 -0.7 -0.2 1.3
O 8.642 27.369 -22.819 -2.7 10.4 3.2
H 8.069 24.834 -24.559 0.4 -1.4 -0.4
H 8.898 26.234 -25.404 0.1 -0.7 -0.1
H 7.360 26.347 -24.706 0.2 0.2 0.6
H 8.395 25.594 -22.653 0.4 -2.2 1.5
H 10.829 25.106 -23.525 0.2 -0.9 0.0
H 10.923 26.290 -22.174 -0.6 -0.5 -0.3
H 11.010 26.762 -23.788 0.3 1.2 -1.2
H 8.409 27.343 -21.886 0.2 0.3 -0.2
C 14.087 27.605 -17.629 1.1 -0.6 1.9
C 14.527 28.486 -16.440 -3.5 5.0 -4.3
C 13.350 29.167 -15.730 -0.7 0.0 -1.0
O 15.283 27.920 -15.603 4.5 -4.9 6.2
H 13.418 28.182 -18.210 -0.4 0.4 -1.1
H 13.579 26.687 -17.313 -0.3 0.3 0.3
H 14.987 27.226 -18.111 0.0 0.5 -0.6
H 15.201 29.313 -16.791 -1.1 0.2 -1.2
H 12.646 28.469 -15.321 -0.2 -0.7 0.5
H 12.746 29.756 -16.390 -0.3 0.3 -0.9
H 13.597 29.893 -14.978 0.8 0.1 0.7
H 15.332 28.438 -14.779 0.1 -0.5 -0.6
C 18.117 21.839 -22.000 -0.9 -0.3 1.3
C 17.378 22.968 -21.277 0.6 2.2 -5.1
C 16.215 23.595 -22.087 -0.2 -1.0 -0.6
O 16.872 22.576 -20.166 -1.6 -2.7 6.0
H 18.852 22.213 -22.662 1.0 0.3 -0.5
H 17.448 21.239 -22.572 -0.8 -0.4 -0.6
H 18.511 21.140 -21.248 0.3 0.5 -0.2
H 18.090 23.763 -21.155 0.9 0.7 0.2
H 15.404 22.856 -22.204 0.6 -0.1 -0.2
H 16.584 23.862 -23.064 -0.2 0.5 -0.5
H 15.677 24.412 -21.599 0.8 0.2 0.1
H 16.497 23.308 -19.660 -0.2 0.0 -0.1
C 10.780 23.860 -20.378 -0.6 0.5 -1.3
C 11.543 22.672 -20.902 -2.2 3.3 -4.8
C 12.715 23.094 -21.772 0.0 1.8 1.8
O 11.873 21.753 -20.067 3.4 -3.6 5.4
H 10.061 23.588 -19.647 -0.6 -0.4 0.9
H 10.190 24.188 -21.251 0.2 0.3 0.4
H 11.345 24.714 -20.048 0.4 0.2 0.2
H 10.841 22.110 -21.512 -0.6 0.8 -1.4
H 13.537 23.337 -21.102 0.1 0.3 0.4
H 12.560 24.023 -22.341 -0.2 -0.7 -0.2
H 13.099 22.264 -22.254 0.5 -1.5 -1.8
H 11.246 21.060 -20.115 -0.5 -1.0 0.4
C 10.716 28.787 -19.738 0.5 -0.2 -0.5
O 10.932 27.346 -19.736 -0.8 1.6 0.1
H 11.518 29.364 -19.297 0.5 -0.3 0.9
H 9.789 29.078 -19.216 0.3 -0.6 -0.3
H 10.736 29.272 -20.729 -0.6 -0.8 -0.2
H 11.833 27.092 -20.001 -0.1 0.3 0.1
C 14.191 23.819 -18.497 -1.4 0.1 1.0
O 15.303 24.536 -18.972 1.1 0.2 -0.2
H 14.055 22.833 -18.902 0.5 -0.3 -0.8
H 13.296 24.401 -18.764 -0.1 -0.4 0.6
H 14.244 23.619 -17.425 -0.1 0.5 0.1
H 15.739 25.001 -18.243 -0.3 -0.1 -0.2
C 14.017 26.587 -21.541 -1.5 -0.9 -1.7
O 13.313 26.172 -20.411 -0.2 0.1 0.2
H 14.996 26.869 -21.321 1.6 0.9 0.4
H 13.433 27.343 -22.024 0.0 0.9 -0.1
H 14.062 25.787 -22.291 0.1 -0.1 0.1
H 13.923 25.575 -19.990 0.2 -0.4 0.8
```
Positions in Å, forces in eV/Å.

The calculation puts the frontier orbital gap at 9.789 eV. Its largest force on an atom is 0.2185 hartree/bohr. Its charge is 0. Its SMILES is CC(C)O.CC(C)O.CC(C)O.CC(C)O.CO.CO.CO. The total energy comes out at -1124.35745 Ha. The value obtained for the energy relative to the best compared isomer or geometry (same formula, charge and spin) is 609.3 kJ/mol.


No. 3
Below is a 3-piece molecular cluster, C15H45BF3N6O7P3 overall in a non-equilibrium geometry, with properties calculated with ωB97M-V/def2-TZVPD.

```
80
Properties=species:S:1:pos:R:3:forces:R:3
O -3.509 1.681 3.540 0.2 0.0 0.1
O -3.309 2.285 2.254 -0.2 -0.1 0.1
C -3.702 3.657 2.368 0.0 -0.1 0.0
P -5.462 3.854 1.627 0.0 -0.5 0.2
C -7.248 3.807 0.761 0.6 0.2 -0.4
O -8.040 2.661 1.142 0.0 0.4 0.1
C -8.688 2.786 2.298 -0.2 -0.4 -0.2
F -9.538 1.776 2.411 -0.2 -0.3 0.1
F -7.882 2.747 3.375 0.2 0.2 0.2
F -9.397 3.923 2.395 0.0 0.3 0.0
B -5.905 5.434 2.716 -0.2 0.6 0.2
O -5.719 5.410 4.068 0.8 -0.3 -0.4
O -6.376 6.599 2.126 -0.2 -0.6 -0.3
H -4.344 1.199 3.462 0.0 0.1 -0.3
H -3.644 3.920 3.424 -0.1 0.1 0.0
H -2.961 4.242 1.813 0.0 0.0 -0.1
H -5.735 2.526 2.066 0.0 0.0 0.0
H -4.902 3.988 0.333 -0.1 0.3 0.0
H -7.048 3.675 -0.303 -0.1 -0.2 0.0
H -7.810 4.738 0.845 -0.2 -0.1 0.2
H -5.277 6.237 4.315 -0.6 0.1 0.4
H -7.327 6.654 2.298 0.1 0.5 0.0
C 1.299 0.186 0.863 0.3 0.2 0.1
N 0.144 0.513 0.043 0.3 -0.4 -0.4
C -1.112 0.217 0.728 -0.3 0.2 -0.1
P 0.043 1.961 -0.859 4.6 -1.9 1.2
O -0.205 3.023 0.158 -2.5 0.4 -1.3
N 1.549 2.560 -1.526 0.1 0.1 -0.1
C 2.836 1.957 -1.241 0.0 -0.3 -0.2
C 1.668 4.014 -1.520 -0.1 0.1 0.3
N -0.388 1.186 -2.285 -2.4 1.4 0.0
C -0.100 -0.186 -2.636 0.0 -0.4 0.3
C -0.689 2.051 -3.417 0.1 0.1 -0.1
H 1.172 -0.802 1.307 -0.2 0.0 0.0
H 1.476 0.910 1.671 0.0 0.0 0.0
H 2.199 0.104 0.259 0.0 0.1 0.1
H -1.933 0.179 0.003 0.0 0.1 0.0
H -1.362 0.971 1.480 0.0 -0.1 0.0
H -1.067 -0.760 1.210 0.2 0.0 -0.1
H 3.124 2.040 -0.184 0.1 0.0 -0.1
H 3.607 2.451 -1.838 -0.1 0.1 0.0
H 2.865 0.906 -1.536 -0.1 0.0 0.1
H 1.991 4.407 -0.547 0.0 0.1 0.0
H 0.718 4.485 -1.766 0.0 0.0 0.1
H 2.392 4.320 -2.279 0.1 -0.1 0.0
H 0.978 -0.384 -2.688 0.0 0.0 0.0
H -0.526 -0.404 -3.618 0.0 0.2 0.0
H -0.547 -0.894 -1.943 0.1 0.0 0.1
H 0.194 2.203 -4.049 0.0 0.0 0.0
H -1.030 3.030 -3.075 0.1 0.0 0.0
H -1.492 1.633 -4.027 0.0 0.0 0.0
C 4.694 -5.601 1.454 0.2 0.3 0.1
N 3.523 -5.293 0.651 0.2 -0.4 -0.4
C 2.285 -5.604 1.356 -0.3 0.2 -0.1
P 3.392 -3.836 -0.247 5.4 -1.7 1.0
O 3.218 -2.788 0.805 -3.0 0.3 -1.1
N 4.874 -3.184 -0.940 0.2 0.3 -0.2
C 6.183 -3.747 -0.682 0.0 -0.3 -0.1
C 4.948 -1.726 -0.924 0.0 0.0 0.3
N 3.035 -4.626 -1.687 -2.8 1.3 0.0
C 3.407 -5.976 -2.051 -0.1 -0.5 0.3
C 2.704 -3.765 -2.816 0.1 0.1 -0.1
H 4.573 -6.590 1.898 -0.2 0.0 0.1
H 4.870 -4.875 2.259 0.0 -0.1 0.0
H 5.589 -5.668 0.840 0.0 0.1 0.0
H 1.451 -5.655 0.649 0.0 0.1 0.0
H 2.039 -4.855 2.119 0.0 -0.1 0.0
H 2.359 -6.580 1.837 0.1 0.0 0.0
H 6.486 -3.660 0.371 0.1 0.0 0.0
H 6.927 -3.225 -1.288 0.0 0.1 0.0
H 6.240 -4.795 -0.985 -0.1 0.0 0.1
H 5.276 -1.329 0.046 0.0 0.1 0.0
H 3.979 -1.284 -1.150 0.0 0.0 0.0
H 5.648 -1.391 -1.694 0.1 -0.1 0.0
H 4.493 -6.110 -2.086 0.0 0.0 0.0
H 3.010 -6.204 -3.041 0.0 0.2 0.0
H 2.990 -6.717 -1.375 0.1 0.0 0.1
H 3.587 -3.555 -3.429 0.0 0.0 0.0
H 2.300 -2.811 -2.469 0.1 0.0 0.0
H 1.936 -4.222 -3.444 0.0 0.0 0.0
```
Positions in Å, forces in eV/Å.

The calculation puts the frontier orbital gap at 8.273 eV. Its largest force on an atom is 0.1113 hartree/bohr. Its charge is 0. Its SMILES is OOC[PH2](COC(F)(F)F)B(O)O.CN(C)P(=O)(N(C)C)N(C)C.CN(C)P(=O)(N(C)C)N(C)C. The total energy comes out at -2802.08722 Ha. The value obtained for the energy relative to the best compared isomer or geometry (same formula, charge and spin) is 149.0 kJ/mol.


> Which of these has the lowest total energy?

C15H44N12O28S


> Look up the frontier orbital gap of the first one.

9.523 eV